Entry from the Open Molecules 2025 dataset: 8 unconnected molecules or ions with the total composition C4H24NO9 at a distorted geometry (the ωB97M-V functional and the def2-TZVPD basis).

## Properties
HOMO energy = -14.16 eV
largest force on an atom = 0.071 Eh/bohr
energy above the lowest of the compared OMol25 structures with the same formula, charge and spin = 42.9 kcal/mol
LUMO level = -2.8833 eV
net charge = +1
DFT total energy = -24448.6858 eV

Last column: Mulliken charge in e.
Positions of all 38 atoms, in Å:
O  1.616  -1.188  -1.093  -0.376
C  2.312  -0.024  -1.143  0.365
C  1.335  1.148  -1.449  -0.437
N  -0.048  0.837  -1.045  0.272
C  -1.136  1.857  -1.278  -0.627
C  -2.525  1.516  -0.661  -0.999
O  3.492  0.035  -1.153  -0.517
H  2.270  -1.967  -1.057  0.283
H  1.530  1.372  -2.506  0.418
H  1.873  2.005  -0.852  0.315
H  -0.130  0.644  0.018  0.117
H  -0.396  -0.068  -1.498  0.530
H  -0.817  2.828  -0.852  0.482
H  -1.134  1.872  -2.374  0.393
H  -3.361  2.140  -0.928  0.419
H  -2.773  0.424  -0.875  0.225
H  -2.499  1.683  0.416  0.215
H  -1.816  -0.438  1.914  0.288
H  -0.333  -0.309  2.384  0.198
O  -0.906  -0.554  1.654  -0.508
H  1.703  -5.024  0.127  0.310
H  2.861  -3.953  0.009  0.318
O  2.081  -4.326  -0.405  -0.619
H  -1.590  -1.814  -0.363  0.211
H  -0.290  -1.949  -1.051  0.364
O  -1.137  -1.437  -1.132  -0.623
H  0.453  1.591  2.587  0.312
H  1.789  2.399  2.814  0.294
O  1.346  1.781  2.238  -0.593
H  -0.896  -0.595  4.326  0.334
H  -2.139  0.288  4.012  0.304
O  -1.204  0.304  4.235  -0.645
H  -2.417  -4.495  1.860  0.312
H  -1.777  -3.059  1.590  0.297
O  -2.299  -3.757  1.180  -0.613
H  -2.074  5.110  -1.988  0.280
H  -0.679  4.944  -2.453  0.282
O  -1.324  4.527  -1.859  -0.579

Forces on the atoms, in the same order (eV/Å):
1.44 -1.51 0.33
-1.55 -0.44 -1.20
2.87 1.20 1.89
-0.98 -0.45 1.99
-0.08 1.00 -0.52
1.00 -2.13 0.14
0.57 0.43 0.33
-1.26 1.44 -0.05
-0.85 -0.06 0.14
-1.76 -1.24 -0.97
0.65 -0.17 -1.85
0.38 0.91 1.02
0.09 -0.80 -0.58
-0.52 0.67 0.26
0.12 0.34 -0.96
0.05 1.49 0.32
0.33 -0.36 0.21
-0.22 0.29 0.37
-0.32 0.07 0.30
0.62 -0.42 -1.18
0.23 -0.10 0.36
0.09 -0.55 0.46
-0.22 0.78 -0.79
-0.46 0.31 -0.26
-0.78 0.60 -0.49
0.71 -2.09 0.35
0.82 0.60 0.20
-0.09 0.22 0.42
-0.91 -0.82 -0.64
-0.22 -0.47 0.38
-0.07 -0.19 0.30
0.29 0.74 -0.15
0.35 1.70 -1.35
0.07 -0.29 0.36
-0.27 -1.26 1.05
-0.44 0.08 0.20
0.03 -0.30 0.27
0.28 0.79 -0.66